ORCA calculation (ωB97M-V/def2-TZVPD) on a gas-phase ion, C5H10FN2 (charge +1) in a non-equilibrium geometry.

Results
- Net charge: +1
- HOMO energy (alpha / beta): -0.373 / -0.562 Eh
- Kohn-Sham gap (alpha / beta): 7.070 / 6.731 eV
- 2S+1: 3

```
18
Properties=species:S:1:pos:R:3:forces:R:3
C -1.05147 -0.68040 0.27232 -0.71 9.39 -1.60
C 1.38890 0.61446 0.51836 2.28 0.56 -1.44
C 0.29265 1.60032 0.43365 -3.15 -1.96 -0.67
C 1.18850 -0.70587 -0.25764 0.88 -0.51 2.73
C -0.85205 0.92342 -0.39017 -0.20 -3.09 2.50
N 0.03832 -1.38834 0.35818 4.81 -2.36 -1.21
N -2.32678 -0.94193 0.41913 -1.66 -2.30 0.43
F -2.09843 1.53385 -0.13530 1.27 -0.50 -0.95
H 2.20754 1.13095 -0.03884 0.10 -0.89 0.73
H 1.67102 0.47797 1.55680 0.30 -0.46 -0.11
H -0.10091 1.64075 1.43588 -0.45 1.05 0.16
H 0.59079 2.49290 -0.02840 0.19 1.49 -0.15
H 1.04015 -0.47369 -1.30519 -0.15 -0.39 -0.32
H 2.08994 -1.30522 -0.03136 -0.58 0.02 -0.74
H -0.64566 0.62414 -1.43234 -0.62 1.50 0.03
H 0.12802 -2.38154 0.40031 -0.33 -1.04 0.23
H -2.96960 -0.20644 0.24336 -0.86 0.58 -0.16
H -2.58264 -1.82655 0.76146 -1.14 -1.09 0.55
```
Positions in Å, forces in eV/Å.

ORCA calculation (ωB97M-V/def2-TZVPD) on a gas-phase ion, C5H10FN2O (charge +1) in a non-equilibrium geometry.

Results
- Net charge: +1
- HOMO energy: -0.564 Eh
- SMILES: C[C@H]1CO[C@@H](F)C(=[NH2+])N1
- Kohn-Sham gap: 11.393 eV

```
19
Properties=species:S:1:pos:R:3:forces:R:3
C 1.08310 -0.90966 -0.04355 2.36 2.48 0.79
C -0.26396 1.45544 -0.39253 0.97 2.59 0.65
C 1.83282 0.51925 -0.54769 0.99 -3.26 -1.06
C -1.06698 0.19816 -0.37579 -0.62 1.45 0.72
C -2.42239 0.19159 0.36388 1.03 1.10 2.64
N -0.18683 -0.83515 0.16913 -2.43 -1.44 -1.38
N 1.86629 -1.87233 0.42664 0.09 0.53 -0.16
O 0.95987 1.32067 -1.18519 0.02 -0.72 0.52
F 2.32888 0.97103 0.63737 -0.05 0.60 0.29
H -0.70635 2.39129 -0.83640 -0.11 -1.32 0.64
H 0.13782 1.69380 0.63444 -1.00 -0.04 -0.75
H 2.76415 0.24398 -1.20314 -1.99 0.58 0.91
H -1.43121 -0.03875 -1.32606 0.41 -0.60 -2.07
H -3.08556 1.02839 0.11214 0.49 -0.08 -0.26
H -2.28595 0.25204 1.51681 -0.28 -0.34 -1.90
H -2.93312 -0.69739 0.05738 -0.40 -0.69 0.19
H -0.78700 -1.65878 0.28780 0.91 -0.22 0.71
H 2.76255 -1.59133 0.83904 -0.29 -0.24 -0.73
H 1.43388 -2.66225 0.86573 -0.10 -0.39 0.25
```
Positions in Å, forces in eV/Å.

Relative energy (zero: lowest compared OMol25 entry of this formula, charge and spin), record by record: 0.0 24.7 kJ/mol